Entry 1:
{"formula": "C5H8O3", "method": "wB97M-V/def2-TZVPD", "species": ["C", "C", "C", "C", "C", "H", "H", "H", "H", "H", "H", "H", "H", "O", "O", "O"], "coordinates": [[-1.875715, 0.393525, -0.215306], [-0.762405, 0.135497, 0.741610], [0.296427, -0.663959, 0.149786], [2.439549, -0.269807, -0.258576], [0.667625, 0.727649, 0.642480], [-3.623995, -0.519412, -1.240968], [-1.546457, 0.357641, -1.190687], [-2.090000, 1.479212, 0.131917], [-1.057176, 0.128817, 1.650158], [-0.066183, -0.988001, -0.951867], [3.410727, -0.308282, 0.346886], [2.975524, -0.326693, -1.301262], [1.151450, 0.632194, 1.771668], [-3.127020, -0.485526, -0.067655], [1.503305, -1.223648, 0.269641], [1.704348, 0.930800, -0.477826]], "forces_ev_per_angstrom": [[-2.9, 1.6, 2.6], [1.2, -0.5, -4.7], [-0.7, -1.3, -3.0], [2.3, 0.5, -2.0], [0.7, 0.7, -0.5], [2.5, 0.2, 5.7], [0.7, 0.1, -2.1], [-0.5, -1.5, -1.2], [-1.8, 0.1, 6.4], [0.7, 1.8, 1.9], [-1.8, 0.6, 0.4], [-1.7, -1.2, 1.1], [-1.0, 0.3, -3.3], [0.1, 1.2, -5.4], [3.2, -3.3, 0.7], [-1.1, 0.6, 3.3]], "mulliken_charge": [-0.682, -0.277, 0.044, -0.150, 0.032, 0.360, 0.447, 0.221, 0.643, 0.086, 0.198, 0.201, 0.159, -0.570, -0.370, -0.341], "total_charge": 0, "spin_multiplicity": 1, "energy_ev": -11447.6811, "homo_lumo_gap_ev": 8.957}

Entry 2:
{"formula": "C5H8O3", "method": "wB97M-V/def2-TZVPD", "species": ["C", "C", "C", "C", "C", "H", "H", "H", "H", "H", "H", "H", "H", "O", "O", "O"], "coordinates": [[-2.479759, -0.974374, 0.091057], [-1.520766, 0.151032, -0.060184], [0.587731, 0.472138, -0.479440], [1.524615, 1.203277, 0.507161], [1.916618, -0.027455, -0.307479], [-3.529883, -0.558148, 0.001529], [-2.476860, -1.540671, 1.031374], [-2.216204, -1.807814, -0.598657], [0.228454, 0.951049, -1.408260], [1.878387, 2.240898, 0.259453], [1.307961, 1.086094, 1.556206], [2.696918, 0.314011, -0.967391], [2.872888, -1.676439, 0.383869], [-1.654114, 1.340313, 0.031260], [-0.323307, -0.452481, -0.029283], [1.860884, -1.382418, 0.152421]], "forces_ev_per_angstrom": [[-2.7, -0.4, -0.6], [-0.3, -1.2, 2.8], [0.9, 1.8, -1.2], [-1.0, 0.0, 0.3], [1.5, -0.3, 0.2], [1.1, -0.9, -0.3], [0.5, 0.9, 0.3], [-0.5, 0.9, -0.1], [0.6, 0.0, 0.6], [-0.1, -1.5, -0.1], [-0.3, -0.1, 0.1], [0.2, -0.9, -0.7], [-3.8, 1.1, -0.8], [-0.8, -0.2, -0.9], [-0.3, 0.8, -0.6], [5.0, 0.1, 0.8]], "mulliken_charge": [-1.115, 0.717, -0.030, -0.594, -0.059, 0.318, 0.282, 0.298, 0.359, 0.226, 0.234, 0.344, 0.315, -0.523, -0.248, -0.523], "smiles": "CC(=O)O[C@H]1C[C@H]1O", "total_charge": 0, "spin_multiplicity": 1, "energy_ev": -11454.7324, "homo_lumo_gap_ev": 10.214}

Energy above the lowest of the compared OMol25 structures with the same formula, charge and spin values (in kcal/mol) by entry order: 226.9, 64.3.